1.
{
  "formula": "C28H36GdN4",
  "method": "ωB97M-V/def2-TZVPD",
  "symbols": ["Gd", "N", "N", "N", "N", "C", "C", "C", "C", "C", "C", "C", "C", "C", "C", "C", "C", "C", "C", "C", "C", "C", "C", "C", "C", "C", "C", "C", "C", "C", "C", "C", "C", "H", "H", "H", "H", "H", "H", "H", "H", "H", "H", "H", "H", "H", "H", "H", "H", "H", "H", "H", "H", "H", "H", "H", "H", "H", "H", "H", "H", "H", "H", "H", "H", "H", "H", "H", "H"],
  "coordinates": [[0.072, 0.326, -0.566], [1.565, -0.262, -2.490], [-2.486, 0.293, -1.411], [0.004, 2.871, -1.391], [-2.777, -1.836, -1.145], [2.896, -1.441, 1.142], [-2.291, -7.006, 1.153], [1.001, 3.481, -3.464], [1.749, 0.888, 1.343], [-2.403, -5.639, 0.558], [-1.954, 1.585, -1.198], [-4.757, -2.687, 0.788], [-0.462, -3.458, -1.858], [0.211, 2.535, -4.143], [0.853, 3.639, -2.086], [-2.669, -3.140, -0.608], [-1.539, -3.911, -0.924], [2.921, 1.753, 1.028], [-3.632, -3.557, 0.327], [-0.019, -2.371, 1.973], [-1.429, -5.165, -0.323], [-0.784, 1.852, -3.456], [1.731, -0.541, 1.383], [0.023, 2.782, 1.729], [0.445, 1.358, 1.711], [-3.481, -4.822, 0.892], [-3.783, -0.002, -1.853], [-3.940, -1.324, -1.714], [0.421, -0.962, 1.770], [-0.375, 0.209, 1.993], [-0.950, 2.139, -2.069], [-1.824, -0.885, -1.023], [-1.789, 0.227, 2.457], [0.523, -3.044, 1.295], [-4.432, -1.741, 1.248], [-1.877, 0.299, 3.554], [3.366, 2.168, 1.946], [-0.086, 3.178, 0.704], [3.704, 1.180, 0.512], [-2.306, -0.698, 2.165], [3.498, -1.587, 2.056], [-5.477, -2.454, -0.007], [1.718, 4.101, -3.995], [0.775, 3.408, 2.234], [-0.936, 2.908, 2.248], [-5.301, -3.236, 1.570], [2.035, 0.576, -2.852], [-4.779, -1.955, -1.956], [0.359, 2.355, -5.208], [3.575, -1.036, 0.378], [0.364, -2.943, -1.332], [-1.088, -2.482, 1.759], [2.281, -0.938, -2.209], [-2.732, -7.769, 0.499], [2.652, 2.599, 0.381], [-0.816, -2.821, -2.678], [-2.828, -7.039, 2.106], [-4.445, 0.765, -2.203], [-0.574, -5.800, -0.574], [2.569, -2.437, 0.814], [0.149, -2.749, 2.996], [1.430, 4.370, -1.517], [-1.464, 1.141, -3.937], [-2.334, 2.157, -0.343], [-4.229, -5.171, 1.604], [0.005, -4.349, -2.312], [-1.241, -7.273, 1.311], [-2.340, 1.077, 2.035], [1.035, -0.668, -3.270]],
  "largest_force_ev_per_a": 3.21,
  "e_homo_ev": [-0.488, -0.317],
  "e_tot_ha": -2073.14563,
  "multiplicity": 8,
  "de_lowest_kcal_mol": 0.0,
  "orbital_gap_ev": [2.9416, 2.8103],
  "total_charge": -1,
  "e_lumo_ev": [2.45, 2.49]
}

---

2.
{
  "formula": "C2HFNO4",
  "method": "ωB97M-V/def2-TZVPD",
  "symbols": ["F", "O", "O", "O", "O", "N", "C", "C", "H"],
  "coordinates": [[0.998, -1.458, -0.396], [-1.464, 0.108, 1.369], [1.014, 0.991, -1.925], [-1.529, -1.656, -0.081], [0.070, 2.031, -0.182], [-0.969, -0.686, 0.534], [0.514, 1.220, -0.863], [0.356, -0.507, 0.307], [1.010, -0.043, 1.238]],
  "largest_force_ev_per_a": 4.57,
  "e_homo_ev": -4.186,
  "e_tot_ha": -532.33964,
  "multiplicity": 1,
  "de_lowest_kcal_mol": 6.7,
  "orbital_gap_ev": 8.2621,
  "total_charge": -1,
  "e_lumo_ev": 4.08
}

---

3.
{
  "formula": "C33H38N9O5",
  "method": "ωB97M-V/def2-TZVPD",
  "symbols": ["O", "O", "O", "O", "O", "N", "N", "N", "N", "N", "N", "N", "N", "N", "C", "C", "C", "C", "C", "C", "C", "C", "C", "C", "C", "C", "C", "C", "C", "C", "C", "C", "C", "C", "C", "C", "C", "C", "C", "C", "C", "C", "C", "C", "C", "C", "C", "H", "H", "H", "H", "H", "H", "H", "H", "H", "H", "H", "H", "H", "H", "H", "H", "H", "H", "H", "H", "H", "H", "H", "H", "H", "H", "H", "H", "H", "H", "H", "H", "H", "H", "H", "H", "H", "H"],
  "coordinates": [[5.075, -2.300, 5.600], [0.348, -2.780, -3.933], [-6.067, 4.038, 0.207], [2.989, -2.015, 4.815], [-5.317, 1.949, -0.035], [-1.827, -3.071, -3.387], [-3.454, -5.425, -3.415], [4.393, -2.767, 1.153], [-2.725, 2.725, 0.454], [3.408, -2.691, 0.299], [-1.799, 2.741, 1.409], [2.636, 1.973, 3.201], [3.991, -2.140, 2.218], [-1.010, 1.757, 1.241], [0.795, -2.351, -1.109], [-2.524, 5.721, -2.717], [-0.572, -2.651, -3.141], [5.427, -0.433, 3.211], [0.402, -0.569, 0.467], [-2.119, -3.738, -4.645], [-0.680, -0.132, -0.289], [3.865, 0.927, 1.643], [4.605, -2.463, 6.940], [-2.404, -5.226, -4.393], [4.236, 0.599, 0.336], [2.348, -2.005, 0.790], [2.748, -1.646, 2.070], [4.884, -1.896, 3.310], [1.158, -1.661, 0.048], [2.791, 1.823, 1.853], [-3.157, -4.726, -2.186], [-1.032, -0.823, -1.448], [-3.105, 4.506, -1.994], [-4.357, 4.024, -2.722], [-2.518, 1.680, -0.370], [4.178, -2.087, 4.660], [-5.114, 3.117, 0.154], [4.342, 0.551, 2.941], [2.452, 2.016, -0.478], [3.561, 1.215, 3.849], [-2.876, -3.223, -2.403], [-1.399, 1.048, 0.151], [-3.745, 3.736, 0.419], [-3.392, 4.893, -0.538], [2.079, 2.379, 0.796], [3.519, 1.140, -0.705], [-0.313, -1.946, -1.840], [5.939, -0.209, 4.146], [3.787, 0.896, -1.722], [6.156, -0.403, 2.400], [-6.945, 3.648, 0.064], [-4.218, 5.605, -0.508], [1.948, 2.563, 3.639], [-4.127, 3.829, -3.767], [3.730, -1.836, 7.114], [-2.587, -2.762, -1.460], [2.221, -1.149, 2.856], [-3.783, -2.733, -2.779], [5.427, -2.176, 7.591], [-1.498, -5.705, -4.011], [-1.257, -3.610, -5.301], [-2.352, 3.710, -2.011], [-3.992, -4.847, -1.495], [3.612, 1.200, 4.921], [-3.786, 4.157, 1.432], [5.074, -0.059, 0.146], [-2.269, -5.191, -1.746], [0.665, -0.014, 1.351], [-2.995, -3.258, -5.095], [-4.748, 3.106, -2.292], [1.260, 3.054, 0.979], [5.718, -2.598, 3.235], [-3.237, 6.541, -2.713], [-4.346, -5.119, -3.790], [-1.608, 6.058, -2.237], [-2.689, -5.715, -5.325], [1.921, 2.420, -1.326], [1.353, -3.207, -1.456], [-2.507, 5.385, -0.129], [-1.855, -0.477, -2.054], [3.506, -3.099, -0.622], [4.340, -3.508, 7.109], [-5.134, 4.784, -2.681], [-2.295, 5.472, -3.750], [-3.155, 1.455, -1.196]],
  "largest_force_ev_per_a": 1.37,
  "e_homo_ev": -10.403,
  "e_tot_ha": -2149.14500,
  "multiplicity": 1,
  "orbital_gap_ev": 7.5834,
  "total_charge": 1,
  "e_lumo_ev": -2.82
}